72
Properties=species:S:1:pos:R:3:mulliken_charge:R:1 method="wB97M-V/def2-TZVPD" total_energy_ev=-348799.89356 charge=-1 e_homo_ev=-4.4 lumo_energy_ev=1.40 e_above_lowest_ev=1.354 max_force_ev_per_a=0.645 homo_lumo_gap_ha=0.2128
Tl 0.42 0.51 0.60 1.679
C -1.18 2.40 0.27 -0.422
C -1.01 2.93 1.59 -1.020
C -1.77 2.16 2.46 -0.303
C -2.43 1.15 1.71 -0.813
C -2.11 1.31 0.36 -0.729
H -0.89 2.91 -0.64 0.722
H -0.40 3.79 1.85 0.413
H -1.85 2.30 3.53 0.553
H -3.09 0.39 2.11 0.416
H -2.48 0.74 -0.47 0.566
Br 2.70 -5.02 -3.60 -0.158
C 1.59 -3.82 -2.65 -0.085
C 0.23 -3.75 -2.89 0.257
Br -0.59 -4.89 -4.16 -0.234
C -0.56 -2.82 -2.17 -0.131
Br -2.41 -2.62 -2.51 -0.178
C -0.03 -1.98 -1.20 0.206
O -0.73 -1.10 -0.54 -0.625
C 1.38 -2.09 -0.92 -0.363
O 1.88 -1.31 -0.01 -0.547
C 2.14 -2.97 -1.67 -0.162
Br 4.01 -2.94 -1.31 -0.085
C 6.07 -3.38 -5.65 -1.261
C 5.71 -3.24 -4.19 0.066
S 6.64 -0.77 -4.05 0.427
O 7.48 -0.07 -3.07 -0.604
O 6.52 -2.28 -3.46 -0.279
C 4.94 -0.27 -3.69 1.340
C 4.85 1.18 -3.23 -1.909
N 3.50 1.41 -2.73 0.346
C 3.10 1.13 -1.47 0.106
N 1.79 1.36 -1.33 -0.052
C 1.35 1.86 -2.51 -0.849
C 2.38 1.89 -3.39 -0.116
N 2.33 2.24 -4.77 1.055
O 1.31 2.76 -5.17 -0.648
O 3.28 1.93 -5.48 -0.635
C 4.01 0.60 -0.42 0.600
H 5.48 -4.18 -6.08 0.380
H 7.13 -3.63 -5.77 0.313
H 5.87 -2.47 -6.22 0.309
H 5.88 -4.17 -3.66 0.451
H 4.66 -2.99 -4.06 -0.012
H 4.57 -0.94 -2.91 -0.950
H 4.36 -0.42 -4.61 0.554
H 5.05 1.88 -4.04 0.487
H 5.56 1.37 -2.44 0.538
H 0.31 2.10 -2.69 0.597
H 4.95 0.24 -0.83 0.414
H 3.50 -0.24 0.07 -0.936
H 4.23 1.37 0.32 0.337
C 0.40 -2.23 2.80 -0.981
Si 1.02 -0.50 2.85 0.339
C 0.48 0.42 4.38 -1.210
C 2.89 -0.44 2.84 0.599
C 3.68 -1.54 2.50 -0.252
C 5.07 -1.46 2.50 -0.525
C 5.70 -0.27 2.85 -0.496
C 4.93 0.83 3.21 -0.609
C 3.55 0.75 3.19 -0.467
H 0.71 -2.76 3.71 0.416
H 0.79 -2.75 1.92 0.153
H -0.69 -2.25 2.74 0.310
H 1.12 0.14 5.22 0.427
H -0.56 0.17 4.63 0.361
H 0.53 1.50 4.23 0.275
H 3.20 -2.46 2.19 0.232
H 5.66 -2.32 2.21 0.402
H 6.78 -0.21 2.85 0.397
H 5.42 1.76 3.48 0.381
H 2.96 1.62 3.46 0.224

=====

64
Properties=species:S:1:pos:R:3:mulliken_charge:R:1 method="wB97M-V/def2-TZVPD" total_energy_ev=-121742.64135 charge=0 e_homo_ev=-9.0 lumo_energy_ev=-0.87 max_force_ev_per_a=2.276 homo_lumo_gap_ha=0.2992
O -0.72 3.16 -0.83 -0.352
C -0.66 3.05 -2.03 0.408
O -0.84 4.14 -2.85 -0.485
C -0.35 1.74 -2.71 -0.719
C 1.15 1.42 -2.78 -0.543
N 1.56 0.38 -1.83 -0.352
Br 3.34 -0.11 -2.26 0.033
S 1.62 0.97 -0.23 1.257
O 1.87 2.36 -0.20 -0.576
O 2.48 0.14 0.52 -0.596
F 0.20 0.71 0.28 -0.114
H 0.02 4.43 -3.17 0.350
H -0.69 1.82 -3.73 0.312
H -0.92 0.93 -2.26 0.302
H 1.34 1.03 -3.77 0.508
H 1.76 2.32 -2.71 0.545
C 1.27 -2.54 5.77 -0.436
C 1.91 -3.25 4.77 -0.355
C 2.26 -2.60 3.59 -0.546
C 1.98 -1.26 3.42 -0.164
C 1.34 -0.55 4.43 -0.558
C 0.98 -1.20 5.60 -0.333
H 0.99 -3.04 6.69 0.357
H 2.14 -4.30 4.90 0.362
H 2.76 -3.15 2.80 0.442
H 2.26 -0.75 2.50 0.477
H 1.12 0.50 4.30 0.433
H 0.48 -0.65 6.39 0.369
C -1.36 3.63 2.29 -0.159
C -1.33 4.91 1.74 -0.297
C -1.75 5.99 2.50 -0.434
C -2.19 5.81 3.80 -0.402
C -2.21 4.53 4.35 -0.358
C -1.80 3.44 3.59 -0.534
H -1.04 2.79 1.70 0.350
H -0.99 5.05 0.73 0.362
H -1.74 6.99 2.07 0.359
H -2.51 6.66 4.39 0.353
H -2.55 4.39 5.37 0.359
H -1.82 2.45 4.02 0.391
C 4.15 -6.05 -2.94 -0.405
C 4.27 -4.81 -3.56 -0.493
C 3.92 -3.66 -2.86 -0.212
C 3.47 -3.75 -1.55 0.184
C 3.36 -4.99 -0.94 -0.521
C 3.70 -6.14 -1.64 -0.401
H 4.42 -6.95 -3.49 0.357
H 4.63 -4.74 -4.58 0.351
H 4.01 -2.70 -3.35 0.156
H 3.21 -2.85 -1.01 0.242
H 3.01 -5.06 0.08 0.368
H 3.61 -7.11 -1.16 0.359
C -4.44 0.96 -3.44 -0.403
C -5.00 -0.09 -4.16 -0.387
C -5.15 -1.34 -3.57 -0.393
C -4.74 -1.54 -2.26 -0.356
C -4.19 -0.49 -1.53 -0.478
C -4.04 0.75 -2.12 -0.421
H -4.33 1.93 -3.89 0.399
H -5.32 0.07 -5.18 0.366
H -5.58 -2.16 -4.13 0.360
H -4.86 -2.51 -1.80 0.367
H -3.88 -0.65 -0.51 0.389
H -3.60 1.57 -1.56 0.552

=====

76
Properties=species:S:1:pos:R:3:mulliken_charge:R:1 method="wB97M-V/def2-TZVPD" total_energy_ev=-189130.93256 charge=-1 e_homo_ev="-4.3 / -5.0" lumo_energy_ev="2.06 / 0.90" multiplicity=5 e_above_lowest_ev=2.087 max_force_ev_per_a=1.582 homo_lumo_gap_ha="0.2349 / 0.2183"
Fe 0.41 0.62 -0.95 0.543
C -2.55 -3.29 -2.99 -0.533
C -3.59 -2.30 -2.48 -0.781
N -3.20 -0.92 -2.70 -0.210
C -2.35 -0.25 -1.87 0.076
S -1.99 -0.81 -0.30 -0.421
N -1.97 0.94 -2.33 -1.519
N -1.06 1.59 -1.59 2.507
C -1.11 2.88 -1.53 0.839
C -2.17 3.69 -2.22 -2.117
C -0.10 3.51 -0.70 0.608
C -0.22 4.80 -0.18 -1.154
C 0.75 5.28 0.67 -0.390
C 1.84 4.48 0.98 -0.952
C 1.90 3.22 0.41 -0.210
N 0.96 2.74 -0.39 0.342
H -2.84 -4.31 -2.71 0.442
H -1.59 -3.06 -2.54 -0.090
H -2.45 -3.24 -4.07 0.252
H -3.73 -2.42 -1.41 0.366
H -4.55 -2.45 -2.98 0.368
H -3.18 -0.59 -3.65 0.281
H -2.65 3.06 -2.97 0.360
H -1.71 4.56 -2.70 0.433
H -2.93 4.04 -1.52 0.381
H -1.08 5.40 -0.43 0.428
H 0.65 6.27 1.11 0.414
H 2.63 4.82 1.64 0.436
H 2.73 2.55 0.60 0.492
Br -4.01 -2.83 6.09 -0.215
C -2.15 -2.47 6.04 0.179
C -1.56 -1.77 7.09 -0.451
C -0.21 -1.50 7.05 -0.109
C 0.57 -1.88 5.94 0.052
C -0.05 -2.61 4.90 -0.148
C -1.40 -2.90 4.95 -0.649
N 1.88 -1.49 5.93 -0.923
N 2.65 -1.60 4.91 -0.280
C 2.52 -1.15 3.66 0.054
C 3.41 -1.65 2.68 -0.529
C 3.28 -1.34 1.35 -0.860
C 2.22 -0.55 0.88 0.405
O 2.03 -0.28 -0.37 -0.580
C 1.33 0.01 1.85 0.642
N 0.31 0.75 1.37 -0.088
C -0.46 1.41 2.20 -0.270
C -0.23 1.43 3.58 -1.512
C 0.78 0.65 4.09 -0.464
C 1.55 -0.16 3.24 0.384
H -2.16 -1.46 7.93 0.399
H 0.26 -0.94 7.84 0.450
H 0.54 -2.94 4.06 0.412
H -1.87 -3.44 4.14 0.430
H 4.19 -2.33 3.00 0.435
H 3.98 -1.74 0.62 0.470
H -1.29 1.96 1.76 0.561
H -0.84 2.04 4.22 0.419
H 1.00 0.68 5.15 0.705
C 0.06 -1.23 -5.63 -1.590
C 1.24 -0.76 -4.80 1.091
O 2.47 -0.95 -5.49 -0.626
P 1.30 -1.64 -3.20 0.198
O 2.73 -1.54 -2.55 -0.577
O 1.24 -3.19 -3.65 -0.628
O 0.18 -1.31 -2.29 -0.589
P 1.16 1.05 -4.33 0.863
O -0.37 1.47 -4.63 -0.732
O 2.07 1.75 -5.28 -0.879
O 1.43 1.15 -2.85 -0.467
H 0.29 -2.21 -6.06 0.412
H -0.13 -0.52 -6.44 0.408
H -0.83 -1.31 -5.00 0.093
H 2.80 -0.04 -5.66 0.478
H 2.67 -0.96 -1.74 0.715
H 1.49 -3.75 -2.90 0.353
H -0.96 1.26 -3.87 0.369

=====

62
Properties=species:S:1:pos:R:3:mulliken_charge:R:1 method="wB97M-V/def2-TZVPD" total_energy_ev=-57204.66299 charge=0 e_homo_ev="-6.0 / -6.1" lumo_energy_ev="0.04 / 0.04" multiplicity=2 e_above_lowest_ev=0.000 max_force_ev_per_a=2.921 homo_lumo_gap_ha="0.2239 / 0.2243"
Ce 12.87 10.72 8.69 0.828
N 16.58 12.99 9.65 -0.176
P 16.70 11.25 9.67 -0.036
C 15.99 10.91 8.03 0.285
C 15.75 9.61 7.69 -0.624
C 15.03 9.28 6.53 -0.144
C 14.46 10.27 5.71 -0.774
C 14.70 11.60 6.11 -0.624
C 15.49 11.91 7.22 -0.122
C 18.49 11.15 9.51 0.264
C 19.19 11.35 8.30 -0.057
C 20.58 11.09 8.24 -0.643
C 21.22 10.59 9.37 -0.463
C 20.54 10.57 10.61 -0.574
C 19.19 10.76 10.66 -0.530
C 15.47 13.75 9.90 0.655
C 15.57 15.21 9.95 -0.968
C 14.40 15.94 10.17 -0.261
C 13.17 15.25 10.35 -0.973
C 13.20 13.90 10.37 -0.049
N 14.35 13.14 10.21 -0.245
H 17.46 13.51 9.51 0.276
H 16.11 8.81 8.29 0.430
H 14.82 8.21 6.33 0.321
H 13.83 10.10 4.86 0.423
H 14.25 12.37 5.56 0.475
H 15.68 12.95 7.46 0.452
H 18.66 11.69 7.44 0.424
H 21.13 11.21 7.30 0.377
H 22.24 10.25 9.30 0.394
H 21.03 10.34 11.50 0.441
H 18.69 10.63 11.60 0.358
H 16.52 15.70 9.89 0.379
H 14.41 17.00 10.18 0.429
H 12.26 15.78 10.42 0.470
H 12.31 13.36 10.64 0.469
N 10.97 10.82 8.08 -0.367
C 9.69 10.69 7.57 0.309
C 9.10 11.73 6.78 -0.291
C 7.81 11.56 6.25 -0.348
C 7.02 10.41 6.50 -0.437
C 7.57 9.39 7.22 -0.537
C 8.80 9.56 7.82 -0.253
H 9.62 12.72 6.74 0.225
H 7.38 12.32 5.61 0.327
H 6.04 10.26 6.06 0.331
H 7.07 8.44 7.42 0.329
H 9.31 8.82 8.40 0.206
C 12.04 6.87 8.13 -1.353
C 12.99 7.29 9.22 1.668
C 12.35 7.09 10.58 -1.792
C 14.28 6.38 9.11 -1.467
O 13.38 8.63 9.06 -0.335
H 11.74 5.83 8.20 0.465
H 12.47 6.95 7.16 0.343
H 11.14 7.50 8.07 0.035
H 12.04 6.05 10.77 0.378
H 11.45 7.65 10.72 0.348
H 13.03 7.38 11.38 0.375
H 14.12 5.27 9.14 0.380
H 15.01 6.52 9.92 0.329
H 14.74 6.65 8.16 0.241

=====

70
Properties=species:S:1:pos:R:3:mulliken_charge:R:1 method="wB97M-V/def2-TZVPD" total_energy_ev=-66964.85033 charge=+1 e_homo_ev=-9.8 lumo_energy_ev=-2.84 e_above_lowest_ev=0.221 max_force_ev_per_a=0.834 homo_lumo_gap_ha=0.2573
La -0.01 -0.10 -0.21 1.877
C 1.74 -1.19 2.76 -0.311
C 0.54 -2.07 2.90 -0.634
O -0.08 -2.18 1.62 0.300
C -1.31 -2.91 1.62 -0.860
C -2.44 -2.00 1.99 -0.727
O -2.34 -0.82 1.18 -0.139
C -3.02 0.31 1.73 -0.828
C -2.12 1.03 2.69 -0.554
O -0.98 1.44 1.94 0.114
C 0.07 2.05 2.70 -0.924
C 0.94 0.99 3.31 -0.568
O 1.35 0.10 2.28 -0.219
H 2.43 -1.60 2.03 -0.500
H 2.27 -1.10 3.71 0.509
H -0.18 -1.66 3.62 0.357
H 0.84 -3.06 3.25 0.518
H -1.25 -3.75 2.32 0.444
H -1.43 -3.31 0.62 0.200
H -2.41 -1.72 3.05 0.421
H -3.40 -2.50 1.80 0.466
H -3.94 0.00 2.23 0.418
H -3.28 0.95 0.89 0.249
H -1.82 0.38 3.52 0.326
H -2.63 1.91 3.11 0.483
H -0.33 2.71 3.47 0.413
H 0.64 2.66 1.99 0.278
H 0.41 0.43 4.09 0.366
H 1.81 1.46 3.78 0.456
F -2.01 -4.72 -5.10 -0.289
C -1.89 -3.53 -4.54 0.534
C -1.76 -3.42 -3.16 -0.330
F -1.75 -4.51 -2.40 -0.320
C -1.64 -2.17 -2.61 -0.271
F -1.52 -2.11 -1.24 0.244
C -1.63 -0.99 -3.33 0.657
S -1.46 0.60 -2.57 -0.703
C -1.77 -1.14 -4.70 0.143
F -1.78 -0.06 -5.49 -0.319
C -1.89 -2.38 -5.30 0.221
F -2.02 -2.48 -6.62 -0.274
C 1.67 -1.46 -1.44 -1.988
C 2.63 -2.06 -0.49 0.796
C 3.76 -1.34 -0.06 -0.368
C 4.64 -1.87 0.88 -0.633
C 4.42 -3.12 1.43 -0.565
C 3.31 -3.85 1.01 -0.679
C 2.44 -3.33 0.07 -0.182
H 1.13 -2.23 -2.01 0.538
H 2.18 -0.82 -2.18 0.610
H 3.97 -0.38 -0.50 0.396
H 5.51 -1.29 1.17 0.410
H 5.11 -3.54 2.15 0.396
H 3.14 -4.85 1.40 0.434
H 1.59 -3.92 -0.27 0.439
N -1.19 7.34 -2.12 -0.340
C -0.22 6.48 -2.51 0.244
O 0.61 6.73 -3.35 -0.581
C -0.17 5.14 -1.80 0.839
C 1.03 4.45 -1.83 -0.684
C 1.10 3.21 -1.24 -0.671
N 0.05 2.63 -0.64 0.514
C -1.11 3.29 -0.62 -0.273
C -1.26 4.54 -1.19 -0.899
H -1.22 8.24 -2.57 0.242
H -1.78 7.17 -1.33 0.165
H 1.89 4.89 -2.32 0.500
H 2.02 2.64 -1.27 0.467
H -1.95 2.79 -0.15 0.289
H -2.24 5.00 -1.18 0.360

=====

65
Properties=species:S:1:pos:R:3:mulliken_charge:R:1 method="wB97M-V/def2-TZVPD" total_energy_ev=-45339.52572 charge=0 e_homo_ev=-8.6 lumo_energy_ev=0.69 e_above_lowest_ev=0.501 smiles="COCCNC(=O)[C@H](c1ccc(F)cc1)N(Cc1ccccc1)C(=O)CCC(=O)Nc1ccccn1" max_force_ev_per_a=0.682 homo_lumo_gap_ha=0.3416
C -2.56 -4.01 -1.25 -0.725
O -1.23 -3.90 -0.80 -0.168
C -0.93 -4.67 0.34 -0.555
C -1.59 -4.16 1.64 -0.921
N -1.27 -2.77 1.85 -0.103
C -2.11 -1.80 1.44 0.073
O -3.28 -2.00 1.15 -0.655
C -1.38 -0.46 1.27 0.166
C -2.16 0.82 1.42 -0.558
C -3.54 0.89 1.39 -0.194
C -4.19 2.11 1.47 -0.840
C -3.44 3.26 1.59 0.449
F -4.06 4.45 1.65 -0.381
C -2.06 3.22 1.64 -0.746
C -1.43 2.00 1.56 -0.321
N -0.81 -0.56 -0.09 0.912
C -1.71 -0.25 -1.17 -2.155
C -1.78 1.23 -1.48 0.908
C -0.65 2.03 -1.45 -0.205
C -0.74 3.38 -1.73 -0.847
C -1.97 3.95 -2.04 -0.488
C -3.10 3.15 -2.08 -0.866
C -3.01 1.80 -1.80 -0.321
C 0.41 -1.13 -0.21 0.750
O 1.03 -1.52 0.77 -0.916
C 0.98 -1.28 -1.60 -0.753
C 2.50 -1.42 -1.49 -1.291
C 3.08 -0.17 -0.86 0.784
O 2.48 0.88 -0.82 -0.666
N 4.34 -0.35 -0.39 -0.165
C 5.18 0.56 0.24 0.374
C 4.84 1.89 0.51 -0.276
C 5.78 2.68 1.14 -0.600
C 7.02 2.14 1.47 -0.350
C 7.25 0.82 1.15 -0.355
N 6.37 0.04 0.55 -0.575
H -2.59 -3.53 -2.23 0.200
H -2.85 -5.06 -1.36 0.330
H -3.26 -3.50 -0.58 0.279
H 0.16 -4.60 0.44 0.311
H -1.21 -5.72 0.18 0.456
H -2.68 -4.24 1.57 0.388
H -1.24 -4.76 2.48 0.375
H -0.28 -2.55 1.88 0.344
H -0.53 -0.43 1.96 0.774
H -4.12 -0.02 1.29 0.515
H -5.27 2.17 1.44 0.467
H -1.50 4.14 1.74 0.449
H -0.35 1.95 1.59 0.462
H -2.71 -0.61 -0.89 0.421
H -1.41 -0.81 -2.06 0.852
H 0.31 1.61 -1.19 0.536
H 0.14 3.99 -1.70 0.452
H -2.04 5.01 -2.25 0.401
H -4.06 3.59 -2.32 0.401
H -3.89 1.19 -1.82 0.451
H 0.55 -2.18 -2.05 0.400
H 0.74 -0.41 -2.22 0.458
H 2.94 -1.56 -2.48 0.513
H 2.74 -2.29 -0.87 0.406
H 4.76 -1.27 -0.47 0.279
H 3.87 2.26 0.23 0.496
H 5.55 3.71 1.36 0.403
H 7.77 2.74 1.96 0.373
H 8.20 0.34 1.39 0.387

=====

69
Properties=species:S:1:pos:R:3:mulliken_charge:R:1 method="wB97M-V/def2-TZVPD" total_energy_ev=-88025.82302 charge=+1 e_homo_ev=-11.5 lumo_energy_ev=-3.98 smiles="CCCCOc1c(CCSc2nnco2)c(Cc2ccccc2)c(/C(I)=C(/C)I)[n+](CCSc2nnco2)c1I" max_force_ev_per_a=0.967 homo_lumo_gap_ha=0.2747
C 1.01 -4.48 1.79 -1.407
C -0.24 -4.06 1.03 0.069
C -0.10 -4.21 -0.48 -0.991
C 0.96 -3.31 -1.09 -0.058
O 0.38 -2.35 -2.04 -0.540
C 0.61 -1.05 -1.78 0.730
C -0.34 -0.27 -1.12 0.541
C -1.65 -0.92 -0.79 -0.515
C -2.87 -0.34 -1.54 -1.049
S -3.99 -1.61 -2.17 -0.195
C -4.96 -1.80 -0.74 0.353
N -6.13 -2.35 -0.69 -0.370
N -6.48 -2.36 0.67 -0.406
C -5.51 -1.81 1.29 -0.013
O -4.48 -1.43 0.47 -0.042
C -0.05 1.08 -0.83 1.380
C -1.05 1.93 -0.07 -1.665
C -1.17 1.64 1.42 0.318
C -0.29 2.23 2.34 -0.414
C -0.40 1.97 3.71 -0.275
C -1.41 1.12 4.19 -0.789
C -2.31 0.56 3.29 -0.737
C -2.20 0.82 1.92 0.039
C 1.15 1.62 -1.32 0.400
C 1.48 3.06 -1.23 -2.070
I 2.77 3.68 0.31 0.081
C 1.01 3.96 -2.09 0.567
C 1.24 5.43 -2.10 -1.334
I -0.21 3.31 -3.66 0.103
N 2.05 0.84 -2.01 0.604
C 3.29 1.44 -2.53 -1.422
C 4.47 1.45 -1.55 -0.458
S 4.72 0.01 -0.48 -0.170
C 3.66 0.43 0.82 0.225
N 3.94 1.09 1.90 -0.326
N 2.77 1.14 2.63 -0.238
C 1.89 0.51 1.94 -0.358
O 2.35 0.02 0.77 -0.066
C 1.79 -0.47 -2.26 0.117
I 2.96 -1.62 -3.54 0.261
H 1.91 -4.00 1.42 0.315
H 0.91 -4.23 2.85 0.411
H 1.16 -5.55 1.71 0.383
H -0.48 -3.01 1.26 -0.156
H -1.08 -4.65 1.38 0.462
H 0.16 -5.25 -0.70 0.491
H -1.05 -4.03 -0.98 0.400
H 1.70 -3.87 -1.64 0.266
H 1.46 -2.72 -0.32 0.095
H -1.58 -1.96 -1.09 0.127
H -1.83 -0.92 0.28 -0.133
H -2.57 0.27 -2.39 0.634
H -3.47 0.29 -0.89 0.453
H -5.40 -1.61 2.34 0.471
H -2.03 1.79 -0.51 0.714
H -0.82 2.98 -0.20 0.699
H 0.47 2.90 2.01 0.225
H 0.29 2.44 4.40 0.423
H -1.49 0.93 5.25 0.431
H -3.11 -0.07 3.65 0.420
H -2.94 0.41 1.25 0.359
H 2.17 5.69 -1.62 0.406
H 0.41 5.94 -1.61 0.314
H 1.28 5.80 -3.12 0.435
H 3.08 2.45 -2.84 0.218
H 3.55 0.89 -3.42 0.887
H 4.44 2.32 -0.91 0.016
H 5.38 1.51 -2.14 0.578
H 0.86 0.35 2.20 0.778